Entry 1:
14
Properties=species:S:1:pos:R:3:forces:R:3:lowdin_charge:R:1 method="wB97M-V/def2-TZVPD" spin_multiplicity=3 de_lowest_ev=0.6340 homo_lumo_gap_ev="6.13 / 7.48" e_homo_ev="-6.516 / -8.652" fmax_ev_per_a=5.436 e_tot_ev=-26848.165 lumo_energy_ha="-0.014 / -0.043"
C 1.18964 -0.88645 1.08616 -0.70 1.99 -0.91 -0.417
C -2.05462 -0.15348 -0.92323 -2.48 -2.39 -0.80 -0.461
N 2.71777 0.77751 -0.68467 -2.36 -2.27 -1.95 -0.123
N -1.12742 1.23391 1.03466 -0.07 0.13 -0.33 -0.400
S 1.17321 -0.65708 -0.72334 5.29 1.16 0.40 0.610
S -0.81162 1.00306 -0.55396 -1.59 3.28 1.31 0.621
H 0.32709 -0.34097 1.55463 0.56 -1.00 -0.29 0.019
H 2.11260 -0.60395 1.54586 0.69 0.98 -0.14 0.026
H 1.31809 -1.90875 1.09610 -0.93 -2.55 0.76 -0.020
H -1.96784 -1.07265 -0.26642 -0.14 1.07 -0.48 0.056
H -2.03162 -0.55943 -1.97999 0.63 0.69 0.99 0.055
H -3.13965 0.22953 -0.86548 1.82 -0.19 0.39 0.070
H 2.98006 0.84910 -1.74316 -0.71 -0.28 1.86 -0.022
H -0.68570 2.08965 1.42283 -0.02 -0.62 -0.82 -0.013

Entry 2:
13
Properties=species:S:1:pos:R:3:forces:R:3:lowdin_charge:R:1 method="wB97M-V/def2-TZVPD" de_lowest_ev=0.2611 homo_lumo_gap_ev="9.30 / 9.31" e_homo_ev="-9.627 / -9.633" fmax_ev_per_a=2.845 e_tot_ev=-13059.301 lumo_energy_ha="-0.012 / -0.012"
C -0.00096 -1.42140 1.29393 0.35 -0.01 0.70 -0.231
C 1.12960 1.28595 -0.87577 -0.46 -0.55 0.01 -0.210
N -1.55623 0.77640 0.26758 1.16 -1.81 -0.01 -0.015
N -0.67772 -1.11679 0.10193 -1.56 2.23 -0.81 -0.110
Si -0.45168 0.25494 -0.93480 0.70 0.32 0.47 0.336
H -0.67918 -1.39422 2.15092 0.11 -0.05 0.00 0.080
H 0.30415 -2.46508 1.17274 0.12 -0.10 0.10 0.086
H 0.88308 -0.81185 1.49968 0.05 0.02 0.15 0.065
H 1.93977 0.80261 -1.41207 0.14 -0.12 -0.17 0.016
H 0.97911 2.26233 -1.32232 -0.14 0.20 -0.16 0.017
H 1.45884 1.44815 0.14476 -0.05 -0.02 0.24 0.019
H -2.52356 0.49180 0.21395 -0.24 -0.17 -0.18 -0.013
H -0.80520 -0.11284 -2.30054 -0.17 0.05 -0.35 -0.040

Entry 3:
13
Properties=species:S:1:pos:R:3:forces:R:3:lowdin_charge:R:1 method="wB97M-V/def2-TZVPD" de_lowest_ev=4.8672 homo_lumo_gap_ev=9.62 e_homo_ev=-13.401 charge=+1 fmax_ev_per_a=5.687 e_tot_ev=-6663.762 lumo_energy_ha=-0.139
N 1.87950 -0.46404 0.65854 -5.49 1.24 0.80 0.072
N 0.77923 -0.47280 -0.27880 -0.97 0.44 -0.62 -0.087
C 0.28218 0.95446 -0.81149 0.28 -2.51 -0.20 0.023
C -0.44245 0.12066 0.18086 2.40 2.33 3.75 -0.327
N -1.72738 -0.59338 -0.02808 1.34 2.25 0.34 0.290
H 2.65670 -0.83610 0.27406 3.04 -0.89 -1.41 0.047
H 1.86102 0.34912 1.26007 0.79 -0.06 -0.21 0.091
H -0.07029 1.13078 -1.82880 0.21 -0.66 0.10 0.112
H 1.10452 1.53688 -0.51266 0.02 1.69 0.79 0.091
H -0.46927 0.55542 1.29755 0.17 -1.09 -2.48 0.200
H -2.15175 -0.51993 0.88495 -1.30 -0.10 -0.22 0.178
H -1.52038 -1.50329 -0.24472 0.79 -3.48 -0.35 0.137
H -2.18162 -0.25778 -0.85147 -1.27 0.83 -0.28 0.173

Entry 4:
13
Properties=species:S:1:pos:R:3:forces:R:3:lowdin_charge:R:1 method="wB97M-V/def2-TZVPD" de_lowest_ev=5.2887 homo_lumo_gap_ev=10.23 e_homo_ev=-15.294 charge=+1 fmax_ev_per_a=6.802 e_tot_ev=-6663.340 lumo_energy_ha=-0.186
H 2.10312 1.44860 0.84919 1.14 0.21 -1.00 0.101
N 1.39459 0.99926 1.37759 1.12 1.84 3.72 0.252
N 0.46770 0.60165 0.74314 0.02 -2.66 -1.65 -0.303
C -0.62042 -0.02190 1.45870 -2.70 1.31 -0.91 0.047
N 0.46608 0.56361 -0.56645 3.58 4.19 -3.99 -0.024
C -0.14156 -0.45975 -1.38825 -0.59 -1.62 0.60 -0.040
H -1.53228 0.23835 0.80412 1.07 -0.83 1.60 0.151
H -0.63373 0.45485 2.41271 -0.30 0.70 0.48 0.105
H -0.47836 -1.04251 1.71843 0.29 -1.09 -0.67 0.113
H 1.33303 1.34075 -1.02830 -3.54 -3.43 1.76 0.304
H 0.50436 -1.30430 -1.74047 0.12 0.96 0.66 0.117
H -0.86075 -0.90744 -0.68973 -0.12 -0.21 -0.76 0.078
H -0.65757 -0.10627 -2.27217 -0.08 0.63 0.16 0.099

Entry 5:
13
Properties=species:S:1:pos:R:3:forces:R:3:lowdin_charge:R:1 method="wB97M-V/def2-TZVPD" spin_multiplicity=3 de_lowest_ev=2.7737 homo_lumo_gap_ev="4.73 / 6.69" e_homo_ev="-9.120 / -14.344" charge=+1 fmax_ev_per_a=4.720 e_tot_ev=-6659.849 lumo_energy_ha="-0.161 / -0.281"
C -1.49039 -0.60013 -0.53069 1.87 1.98 -2.54 -0.065
C 2.05629 0.18160 -0.53354 -1.69 0.46 -4.38 -0.173
N -0.62206 -0.05245 0.43784 0.07 0.45 -0.03 0.180
N 2.05580 0.02522 0.77654 -1.82 0.24 2.05 -0.054
N -1.99067 0.36774 0.48616 -4.04 -1.58 -0.22 0.096
H -1.37483 -0.11576 -1.55588 -0.08 -0.66 1.27 0.168
H -1.54601 -1.68736 -0.60170 -1.04 0.06 0.73 0.158
H 2.91568 0.19508 -1.22217 -0.55 -0.07 0.80 0.059
H 0.99655 0.27019 -0.97384 2.02 -0.06 0.24 0.022
H 2.93150 -0.06696 1.23128 0.25 0.22 0.94 0.088
H 1.16342 0.41332 1.17873 2.51 -0.73 0.44 0.072
H -2.46604 1.31342 0.25427 1.68 -1.55 0.18 0.246
H -2.62926 -0.24392 1.05300 0.82 1.24 0.52 0.202

Entry 6:
14
Properties=species:S:1:pos:R:3:forces:R:3:lowdin_charge:R:1 method="wB97M-V/def2-TZVPD" de_lowest_ev=5.0226 homo_lumo_gap_ev=6.68 e_homo_ev=-2.216 charge=-1 fmax_ev_per_a=2.765 e_tot_ev=-8717.157 lumo_energy_ha=0.164
C 1.66901 0.66101 0.22840 -2.22 0.48 -1.32 -0.182
C 1.06503 -0.48939 -0.51415 -2.35 0.15 -0.88 -0.193
N -1.94868 -0.25202 1.02570 0.98 2.37 -1.03 -0.148
N -1.47686 -1.09753 0.00236 0.92 -0.46 -0.26 -0.209
N -0.65640 -0.13086 -1.12994 1.74 -0.99 0.76 -0.230
O -0.97930 1.11655 -0.92635 -0.02 -0.67 0.42 -0.363
H 2.63174 0.91917 -0.08596 1.87 0.06 -0.03 0.026
H 1.08800 1.58751 0.02603 -0.29 -0.37 -0.17 0.060
H 1.52319 0.48864 1.24873 0.49 -0.07 1.83 0.031
H 1.55409 -0.74007 -1.45762 -0.05 -0.02 0.15 0.049
H 0.83957 -1.36916 0.09982 0.27 0.21 -0.32 0.042
H -1.16200 -0.06480 1.71085 -0.84 -0.65 -1.04 0.039
H -1.82903 0.63634 0.31300 -0.53 0.00 2.08 0.046
H -2.31835 -1.26539 -0.54087 0.03 -0.05 -0.20 0.031

Entry 7:
14
Properties=species:S:1:pos:R:3:forces:R:3:lowdin_charge:R:1 method="wB97M-V/def2-TZVPD" de_lowest_ev=6.9539 homo_lumo_gap_ev=6.98 e_homo_ev=-14.488 charge=+1 fmax_ev_per_a=6.546 e_tot_ev=-8709.522 lumo_energy_ha=-0.276
O 1.46266 -0.98852 -1.84041 0.71 -0.06 0.90 0.039
C 0.41991 -1.32205 -1.34300 -0.74 -1.00 -3.10 -0.178
H 0.17456 -2.34943 -1.03733 0.31 0.05 0.48 0.114
H -0.44209 -0.66165 -1.48616 -0.12 -0.06 0.06 0.072
N -0.91959 1.33620 1.61832 -1.71 1.91 -1.63 0.090
C -0.49122 0.60092 0.45165 2.64 -1.70 5.75 -0.208
N -1.18242 -0.79659 0.57347 1.84 4.29 -1.56 0.111
N 0.81794 0.94811 0.23248 -2.60 -2.83 -3.21 0.225
H -0.10720 1.34901 2.23333 0.07 0.14 -0.13 0.118
H -1.02698 2.32311 1.33923 -0.52 -0.04 0.58 0.129
H -0.70022 -0.97843 1.46305 -0.80 -0.53 0.36 0.124
H -2.03228 -0.25041 0.75378 -0.82 -1.57 0.96 0.105
H 1.21895 0.12563 -0.23901 1.03 0.73 -0.27 0.078
H 0.83662 1.72421 -0.44424 0.72 0.67 0.80 0.181

Entry 8:
14
Properties=species:S:1:pos:R:3:forces:R:3:lowdin_charge:R:1 method="wB97M-V/def2-TZVPD" de_lowest_ev=5.2725 homo_lumo_gap_ev=11.02 e_homo_ev=-14.535 charge=+1 fmax_ev_per_a=4.340 e_tot_ev=-8711.203 lumo_energy_ha=-0.129
C 1.47367 -0.69401 0.61070 0.00 0.10 -1.18 -0.200
C -0.75836 -0.68730 1.68533 4.18 -0.92 0.44 0.029
N 2.57176 -0.95978 0.31325 3.75 -0.27 1.09 0.284
N -0.94859 0.98065 -1.32503 1.69 2.08 2.69 -0.032
N 0.24249 -0.48348 0.55310 -1.24 0.63 0.51 0.011
O -0.01812 1.06651 -2.29850 1.14 0.40 -1.48 -0.026
H -0.15142 -0.90113 2.65182 -1.53 0.91 -1.48 0.142
H -1.26746 -1.55138 1.41141 -1.26 -1.43 -0.14 0.065
H -1.32088 0.17755 1.56612 -1.31 1.41 0.98 0.061
H 3.63508 -0.83851 0.52722 -3.09 -0.07 -0.59 0.196
H -0.22031 0.19407 -0.28123 0.83 0.03 0.60 0.118
H -1.51757 0.23200 -1.35880 -2.97 -2.83 -1.40 0.078
H -1.39547 1.83294 -1.02595 0.00 0.29 -0.23 0.145
H -0.32482 1.63187 -3.02944 -0.19 -0.33 0.20 0.130